C27H40BrClO10P2 | wB97M-V/def2-TZVPD

Each line ends with the Löwdin charge.
CARTESIAN COORDINATES (ANGSTROEM)
C  -0.819  -3.907  -1.293  0.0246
C  -1.162  -3.561  -2.421  -0.1463
C  -1.301  -2.714  -3.747  -0.1835
C  -2.732  -2.045  -3.940  -0.1931
C  -3.353  -1.354  -2.634  -0.1680
C  -4.855  -1.837  -2.506  -0.1981
C  -5.879  -1.131  -3.369  0.0467
C  -7.316  -1.541  -3.356  -0.0452
C  -7.787  -2.684  -2.468  -0.0560
C  -6.813  -3.389  -1.563  -0.0171
C  -5.359  -2.935  -1.614  -0.5176
Br  -4.139  -3.906  -0.407  0.6956
C  -9.303  -3.069  -2.551  -0.3220
O  -9.889  -3.487  -1.566  0.0876
C  -9.994  -2.876  -3.974  -0.5168
Cl  -11.265  -4.047  -4.480  0.6253
C  -9.567  -1.826  -4.766  -0.0010
C  -8.406  -0.847  -4.284  -0.2925
O  -8.342  0.323  -4.630  0.0832
H  -0.488  -4.078  -0.232  0.0589
H  -0.465  -1.967  -3.876  0.1032
H  -1.180  -3.473  -4.593  0.1108
H  -3.514  -2.732  -4.389  0.1164
H  -2.590  -1.209  -4.709  0.1139
H  -3.408  -0.229  -2.833  0.1137
H  -2.742  -1.473  -1.693  0.1005
H  -5.513  -0.291  -4.032  0.1261
H  -7.162  -4.232  -0.889  0.1166
H  -10.021  -1.688  -5.792  0.1269
C  4.735  -1.206  -5.066  -0.0873
C  4.647  -1.995  -3.772  -0.3000
O  4.416  -1.146  -2.655  -0.2239
P  2.915  -0.461  -2.505  0.7089
O  2.182  -1.699  -2.009  -0.2296
O  3.101  0.187  -0.992  -0.2716
C  2.221  -0.123  0.083  -0.2821
C  2.849  -1.175  0.977  -0.0694
O  3.564  0.967  -3.153  -0.2413
C  3.915  2.124  -2.399  -0.2844
C  5.290  1.987  -1.776  -0.0679
H  3.773  -0.748  -5.311  0.0665
H  5.025  -1.854  -5.895  0.0775
H  5.464  -0.397  -4.977  0.0796
H  3.863  -2.757  -3.834  0.1082
H  5.594  -2.509  -3.594  0.1186
H  1.237  -0.429  -0.276  0.1047
H  2.074  0.795  0.659  0.1053
H  3.097  -2.081  0.420  0.0730
H  2.179  -1.441  1.797  0.0769
H  3.787  -0.802  1.398  0.0733
H  3.147  2.376  -1.667  0.1123
H  3.939  2.959  -3.106  0.1167
H  5.352  1.135  -1.098  0.0708
H  5.547  2.889  -1.217  0.0808
H  6.044  1.826  -2.550  0.0795
C  5.197  1.437  5.670  -0.0851
C  3.895  0.752  5.297  -0.2971
O  2.778  1.610  5.490  -0.2227
P  2.581  2.871  4.433  0.7133
O  2.051  2.062  3.259  -0.2317
O  1.080  3.365  4.931  -0.2732
C  -0.026  3.453  4.041  -0.2901
C  -0.907  2.226  4.188  -0.0720
O  3.262  3.888  5.608  -0.2388
C  2.530  4.778  6.447  -0.2835
C  1.954  4.061  7.651  -0.0673
H  5.413  2.264  4.988  0.0678
H  6.031  0.733  5.626  0.0784
H  5.140  1.856  6.677  0.0800
H  3.925  0.400  4.261  0.1025
H  3.745  -0.119  5.938  0.1197
H  0.297  3.600  3.009  0.1049
H  -0.599  4.341  4.322  0.1164
H  -0.348  1.305  4.004  0.0737
H  -1.751  2.267  3.496  0.0769
H  -1.293  2.158  5.208  0.0777
H  1.775  5.329  5.886  0.1119
H  3.245  5.527  6.801  0.1175
H  1.272  3.259  7.367  0.0708
H  1.412  4.763  8.289  0.0816
H  2.752  3.598  8.237  0.0802

Cartesian forces, eV/Å:
-0.152 0.623 -0.676
1.153 1.576 0.495
-0.712 -2.109 0.104
0.284 0.858 -0.125
-1.016 0.372 -0.509
-2.532 -0.370 0.397
-0.930 -1.989 1.596
1.250 -1.244 1.115
2.425 0.993 -0.504
0.601 2.495 -2.129
-1.900 0.772 -1.211
-1.104 0.905 -1.022
0.100 -0.383 0.678
0.737 0.465 -1.873
1.236 1.264 -0.266
1.387 1.374 0.702
-0.232 -1.123 0.762
0.319 -0.424 0.181
-0.119 -2.198 0.438
-0.695 -0.007 -1.977
-0.872 -0.835 0.684
-0.068 1.110 0.981
1.209 0.489 0.667
-0.180 -1.196 0.911
0.041 -1.484 0.366
-0.761 -0.320 -1.057
-0.685 -1.095 0.878
0.640 1.313 -0.987
0.600 0.158 1.411
0.004 0.048 -0.047
0.216 -0.189 -0.234
-0.529 -0.076 -0.955
5.971 -0.176 6.748
-2.225 1.180 -3.682
-0.701 0.618 -0.813
-0.042 -0.127 0.535
0.139 -0.177 -0.013
-2.445 -1.561 -1.504
-0.249 1.030 0.241
0.191 -0.461 0.015
-0.013 -0.007 -0.056
-0.041 0.006 0.037
-0.027 -0.093 0.012
0.021 -0.008 0.048
-0.074 0.072 0.155
0.173 -0.128 -0.064
0.130 0.056 -0.097
-0.174 0.066 -0.056
0.025 0.062 -0.012
-0.112 0.066 0.033
0.138 -0.193 0.034
-0.082 -0.219 -0.189
-0.160 0.094 -0.001
-0.093 0.030 -0.100
-0.064 0.130 -0.005
0.043 0.049 0.021
0.262 -0.280 0.108
0.915 0.189 -0.572
-6.398 -2.785 5.575
3.525 2.023 -1.655
0.704 0.885 -0.410
-0.445 -0.209 -0.064
-0.003 -0.199 0.067
1.371 -0.371 -2.961
-0.239 1.043 0.243
-0.011 -0.499 -0.030
0.057 -0.004 -0.019
-0.041 0.023 -0.035
-0.014 -0.075 -0.062
-0.048 -0.018 0.016
-0.162 0.098 -0.031
0.053 -0.163 0.105
0.130 0.028 0.128
0.047 0.143 -0.132
0.021 0.023 0.038
-0.026 0.091 -0.075
-0.022 -0.227 0.042
0.182 -0.162 -0.181
-0.003 0.150 -0.097
0.099 0.067 -0.074
0.001 0.145 -0.004

The structure (SMILES) is C#CCCCc1cc2c(cc1Br)C(=O)C(Cl)=CC2=O.CCOP(=O)(OCC)OCC.CCOP(=O)(OCC)OCC. The HOMO energy is -0.3367 Eh. Its net charge is 0. The LUMO energy is -0.0555 hartree.


C3H5NO2 | wB97M-V/def2-TZVPD

Each line ends with the natural charge from an NBO analysis.
CARTESIAN COORDINATES (ANGSTROEM)
C  1.446  0.572  0.758  -0.4165
N  0.392  -0.335  0.336  -0.6210
C  -0.871  0.131  0.279  0.8881
O  -1.340  1.103  0.796  -0.5736
C  -1.398  -0.783  -1.752  0.0811
O  -1.732  -0.716  -0.489  -0.4913
H  1.047  1.226  1.533  0.2327
H  2.287  0.004  1.160  0.2072
H  1.789  1.190  -0.080  0.1997
H  0.627  -1.041  -0.348  0.4092
H  -2.247  -1.352  -2.192  0.0842

Cartesian forces, eV/Å:
0.104 0.107 0.093
-0.214 0.020 -0.147
0.156 0.449 0.310
0.168 -0.446 -0.158
-0.260 -0.191 0.205
0.047 0.075 -0.363
0.076 -0.093 -0.077
-0.132 0.047 -0.053
-0.013 -0.067 0.126
-0.056 0.104 0.031
0.123 -0.005 0.032

The HOMO energy is -0.3399 Eh. Its net charge is 0. Its energy above the lowest of the compared OMol25 structures with the same formula, charge and spin is 75.3 kcal per mole. The LUMO energy is 0.0088 hartree.


C10H13Br6N3O6 | wB97M-V/def2-TZVPD

Each line ends with the natural charge from an NBO analysis.
CARTESIAN COORDINATES (ANGSTROEM)
C  21.542  -21.828  16.597  -0.4916
N  20.071  -21.704  16.407  0.5471
O  19.607  -20.595  16.413  -0.3876
O  19.447  -22.736  16.365  -0.3819
H  22.089  -21.141  15.954  0.2350
H  21.833  -22.837  16.337  0.2273
H  21.717  -21.497  17.618  0.2546
C  17.249  -20.110  18.671  -0.4878
N  18.125  -19.258  19.531  0.5327
O  17.650  -18.600  20.429  -0.3844
O  19.320  -19.299  19.284  -0.3864
H  17.400  -21.112  19.067  0.2415
H  17.536  -19.910  17.649  0.2520
H  16.237  -19.827  18.958  0.2246
C  19.909  -15.150  15.463  -0.1700
C  21.281  -14.949  15.379  -0.2217
C  22.122  -15.740  16.125  -0.1934
C  21.610  -16.818  16.854  0.0740
C  20.268  -17.113  16.780  -0.2020
C  19.388  -16.261  16.113  -0.2101
N  22.533  -17.669  17.559  0.5175
O  22.215  -18.813  17.792  -0.3827
O  23.608  -17.200  17.872  -0.3794
H  19.292  -14.387  14.998  0.2180
H  21.688  -14.140  14.790  0.2228
H  23.195  -15.605  16.103  0.2425
H  19.801  -17.988  17.214  0.2561
H  18.320  -16.399  16.183  0.2196
C  18.083  -15.371  19.786  -0.4566
Br  17.192  -14.654  21.407  0.0673
Br  19.809  -16.169  20.250  0.1094
Br  18.356  -13.872  18.566  0.0711
H  17.450  -16.104  19.309  0.2150
C  13.596  -19.797  21.064  -0.4967
Br  13.138  -20.886  19.505  0.0819
Br  14.414  -18.098  20.700  0.0992
Br  14.816  -20.652  22.262  0.0969
H  12.691  -19.581  21.613  0.2264

Cartesian forces, eV/Å:
0.385 0.383 -0.354
0.985 -0.338 0.356
-0.523 0.791 -0.288
-0.563 -0.389 -0.189
-0.417 0.199 -0.065
-0.067 -0.160 0.453
0.137 -0.361 0.076
-0.525 0.538 1.355
1.171 -0.038 -0.159
-0.484 -0.013 0.070
-0.301 -0.161 -0.056
0.254 -0.184 -0.612
-0.041 -0.462 -0.128
-0.063 0.080 -0.480
-0.082 0.264 -0.392
-0.118 0.108 0.410
0.634 -0.685 0.202
-0.462 0.876 -1.215
-1.305 -0.474 0.027
0.836 0.686 0.164
0.659 -0.362 0.391
-0.501 -0.418 -0.009
0.209 0.346 -0.001
-0.294 -0.336 -0.051
-0.039 0.050 0.037
-0.062 0.126 0.098
0.616 -0.117 0.355
-0.030 -0.200 -0.120
0.718 0.940 0.763
0.276 -0.637 -0.750
-0.721 0.371 -0.164
-0.149 -0.419 0.147
-0.044 -0.066 0.122
0.191 0.114 0.021
0.257 0.525 0.545
-0.384 0.344 -0.613
-0.020 -0.728 0.186
-0.133 -0.196 -0.135

The HOMO energy is -0.3612 Eh. Its net charge is 0. Its energy above the lowest of the compared OMol25 structures with the same formula, charge and spin is 0.0 kcal per mole. The LUMO energy is -0.0141 hartree.


C15H17N3O2S2 | wB97M-V/def2-TZVPD

Each line ends with the natural charge from an NBO analysis.
CARTESIAN COORDINATES (ANGSTROEM)
N  0.629  -0.788  5.374  -1.0758
S  -0.617  0.350  5.336  2.3042
O  -1.794  -0.284  5.856  -0.9415
O  -0.139  1.557  5.946  -0.9364
C  -0.791  0.589  3.584  -0.3611
C  -0.004  1.520  2.938  -0.1632
C  -0.111  1.686  1.569  -0.2500
C  -1.011  0.904  0.846  0.2562
N  -1.198  1.008  -0.528  -0.6092
C  -0.364  1.451  -1.517  0.2988
S  1.139  2.075  -1.266  -0.2171
N  -0.901  1.375  -2.763  -0.5965
C  -0.085  1.305  -3.952  -0.2224
C  0.173  -0.159  -4.360  -0.4325
C  0.709  -0.914  -3.176  -0.0314
C  2.056  -0.845  -2.845  -0.1494
C  2.526  -1.435  -1.686  -0.2103
C  1.654  -2.099  -0.840  -0.2147
C  0.314  -2.191  -1.170  -0.2018
C  -0.153  -1.604  -2.333  -0.2406
C  -1.815  -0.021  1.523  -0.2556
C  -1.702  -0.180  2.888  -0.1731
H  1.474  -0.400  5.759  0.4009
H  0.352  -1.623  5.865  0.4026
H  0.676  2.122  3.519  0.2393
H  0.498  2.415  1.063  0.2578
H  -2.018  0.506  -0.851  0.3828
H  -1.802  0.920  -2.848  0.3737
H  -0.589  1.844  -4.759  0.2027
H  0.859  1.803  -3.722  0.2456
H  0.887  -0.168  -5.183  0.2237
H  -0.760  -0.610  -4.706  0.2022
H  2.735  -0.309  -3.491  0.2045
H  3.573  -1.363  -1.435  0.2144
H  2.017  -2.544  0.074  0.2156
H  -0.370  -2.713  -0.516  0.2109
H  -1.202  -1.685  -2.589  0.1973
H  -2.528  -0.615  0.968  0.2065
H  -2.314  -0.883  3.430  0.2427

Cartesian forces, eV/Å:
-0.572 0.502 -0.070
0.525 -0.474 0.131
0.055 -0.179 -0.318
0.184 -0.014 -0.349
-0.069 0.020 0.575
-0.062 0.002 0.015
0.010 0.071 0.026
0.143 -0.005 0.534
-0.567 -0.120 -0.653
0.067 0.248 0.137
0.523 0.196 0.097
-0.523 -0.158 0.126
0.115 -0.047 -0.407
0.020 0.230 0.210
-0.017 -0.161 -0.170
-0.052 -0.130 -0.007
0.081 -0.015 -0.026
0.036 -0.033 0.084
-0.064 -0.035 0.098
0.066 -0.050 -0.076
0.142 0.105 -0.051
-0.108 -0.022 0.003
0.140 0.192 0.076
-0.194 -0.144 0.105
0.115 0.146 -0.008
-0.050 -0.016 0.051
0.197 0.096 0.049
0.070 0.059 0.071
0.081 0.013 0.039
-0.175 -0.007 -0.106
-0.037 -0.032 -0.088
0.027 -0.033 -0.058
0.083 0.086 -0.071
0.098 0.009 0.030
0.041 -0.045 0.074
-0.046 -0.057 0.053
-0.086 -0.005 -0.046
-0.063 -0.077 -0.050
-0.132 -0.113 -0.027

The structure (SMILES) is NS(=O)(=O)c1ccc(NC(=S)NCCc2ccccc2)cc1. The HOMO energy is -0.3046 Eh. Its net charge is 0. Its energy above the lowest of the compared OMol25 structures with the same formula, charge and spin is 32.8 kcal per mole. The LUMO energy is 0.0132 hartree.